{
  "formula": "C4H10NS",
  "method": "ωB97M-V with the def2-TZVPD basis set",
  "elements": ["C", "C", "C", "C", "N", "S", "H", "H", "H", "H", "H", "H", "H", "H", "H", "H"],
  "xyz": [[0.6730, -1.4265, -0.2050], [1.8500, -0.4920, 0.1133], [-0.4240, -0.5835, 0.1819], [-2.9300, 0.5424, 0.2144], [1.5676, 0.7983, -0.4198], [-1.8349, -0.4453, -0.6749], [0.5424, -1.7729, -1.1828], [0.6871, -2.4122, 0.3583], [2.0694, -0.4252, 1.2049], [2.8024, -0.9518, -0.2414], [-0.4501, -0.0898, 1.1374], [-2.5955, 0.5440, 1.3217], [-3.9378, -0.0536, 0.1724], [-3.0587, 1.5079, -0.1585], [2.2717, 1.3947, -0.1664], [1.6572, 0.8649, -1.3707]],
  "forces_ev_per_a": [[0.75, -0.71, 2.00], [2.29, -2.10, 0.22], [-3.08, 0.32, 0.10], [-1.85, -2.26, 3.67], [-1.92, -0.62, 1.61], [1.93, -1.04, -1.17], [0.31, -0.07, -1.92], [0.00, 1.27, 0.01], [-0.83, 0.03, -0.60], [-0.55, 0.21, -0.17], [0.38, 0.21, 0.34], [-0.72, 0.25, -1.75], [1.73, 1.29, 0.09], [-0.07, 1.49, -0.73], [1.92, 2.20, 1.54], [-0.29, -0.48, -3.25]],
  "lowdin_charge": [-0.209, -0.267, -0.358, -0.356, 0.052, 1.108, 0.100, 0.175, 0.143, 0.133, 0.104, 0.099, 0.107, 0.032, 0.066, 0.069],
  "charge": 1,
  "homo_ha": -0.5154,
  "relative_energy_kcal_mol": 45.2
}

***

{
  "formula": "C4H10NS",
  "method": "ωB97M-V with the def2-TZVPD basis set",
  "elements": ["C", "C", "C", "C", "N", "S", "H", "H", "H", "H", "H", "H", "H", "H", "H", "H"],
  "xyz": [[0.5617, -2.9735, -2.4224], [0.1310, -0.7901, -1.1302], [-0.6163, 1.4472, 1.8802], [0.2427, 1.0684, 0.6263], [-0.5597, -0.0092, -0.1076], [-0.3278, -2.3778, -1.2392], [0.3632, -3.9477, -2.8070], [1.3129, -2.4371, -3.0472], [1.0794, -0.5007, -1.6568], [-1.5475, 2.0904, 1.6343], [-0.9255, 0.3822, 2.1818], [0.1076, 1.9083, 2.6165], [1.3120, 0.7775, 0.9612], [0.3207, 1.9546, 0.0061], [-1.3526, 0.6838, -0.3776], [-0.9974, -0.6141, 0.6648]],
  "forces_ev_per_a": [[0.77, -0.09, -1.24], [0.25, -0.39, -0.02], [0.16, -1.12, -0.55], [1.06, 0.54, 1.73], [-0.66, 1.81, 1.28], [0.55, 0.75, -0.82], [-0.27, -0.70, 0.39], [-0.77, -0.03, 0.94], [-1.39, 0.42, 0.92], [1.70, -1.02, 0.55], [0.05, 1.88, 0.77], [-1.39, -0.44, -0.58], [-1.97, -0.16, -0.85], [0.15, -0.26, -0.59], [0.94, -2.01, -0.44], [0.81, 0.80, -1.49]],
  "lowdin_charge": [-0.355, -0.473, -0.071, -0.207, -0.099, 1.049, 0.019, 0.068, 0.109, 0.115, 0.089, 0.105, 0.161, 0.118, 0.205, 0.165],
  "charge": 1,
  "homo_ha": -0.4494,
  "relative_energy_kcal_mol": 88.2
}

***

{
  "formula": "C4H10NS",
  "method": "ωB97M-V with the def2-TZVPD basis set",
  "elements": ["C", "C", "C", "C", "N", "S", "H", "H", "H", "H", "H", "H", "H", "H", "H", "H"],
  "xyz": [[0.0920, 0.4338, -1.5507], [0.9295, -0.3605, 0.1834], [-0.3142, 0.4639, -0.1174], [-0.4809, 1.6728, 0.6871], [0.7961, -1.8279, 0.0791], [-1.8573, -0.6152, -0.0660], [0.7867, 1.2579, -1.7684], [-0.3155, -0.3679, -2.1308], [1.8837, -0.0301, 0.0909], [-0.8201, 1.5516, 1.7577], [-1.2662, 2.4406, 0.4254], [0.5408, 2.2999, 0.6540], [-0.3034, -1.8682, 0.4551], [1.3688, -2.2293, 0.8041], [1.0253, -2.0926, -0.8495], [-2.0655, -0.7288, 1.3461]],
  "forces_ev_per_a": [[1.92, 0.22, 4.05], [-3.41, -0.05, -3.37], [-1.93, -1.65, 0.28], [0.92, 4.30, 1.53], [-2.46, 1.81, 2.75], [0.12, 0.05, 2.01], [-0.48, -0.71, -0.81], [0.26, 0.01, -0.75], [2.66, 1.32, 0.20], [1.08, -0.65, -0.94], [0.74, -1.09, -0.84], [-2.13, -1.37, 0.35], [1.93, -0.74, -2.00], [0.53, -0.64, -0.01], [-0.10, -1.23, -0.74], [0.33, 0.41, -1.71]],
  "lowdin_charge": [0.099, -0.059, -0.899, -0.123, 0.120, 0.842, 0.114, 0.072, 0.091, 0.101, 0.107, 0.145, 0.122, 0.156, 0.141, -0.029],
  "charge": 1,
  "homo_ha": -0.5008,
  "relative_energy_kcal_mol": 92.3
}

***

{
  "formula": "C4H10NS",
  "method": "ωB97M-V with the def2-TZVPD basis set",
  "elements": ["C", "C", "C", "C", "N", "S", "H", "H", "H", "H", "H", "H", "H", "H", "H", "H"],
  "xyz": [[-1.7503, -1.1061, -0.1827], [-0.8800, 0.1035, -0.0912], [2.3619, 2.1840, -0.8678], [-0.3335, -2.0353, 1.5196], [-1.2589, -2.1877, 0.6307], [-1.4676, 1.6243, -0.4475], [-2.8076, -1.0243, -0.0250], [-1.5108, -1.5021, -1.1897], [2.3571, 1.1780, -1.2746], [2.4944, 3.0191, -1.5891], [1.5120, 2.3715, -0.2581], [-0.0609, -1.1227, 1.9632], [3.2646, 2.1625, -0.2466], [-0.0349, -2.9071, 2.1189], [-1.5214, -3.1263, 0.3358], [-0.3640, 2.3688, -0.3958]],
  "forces_ev_per_a": [[0.51, 1.13, -1.35], [0.21, 1.11, 0.08], [1.64, 0.36, -0.36], [-1.93, -2.31, 0.78], [2.26, -0.07, 1.45], [-0.78, -1.90, -0.08], [-0.76, 0.04, -0.06], [-0.61, 0.56, -0.13], [-0.45, 0.14, -0.58], [-0.21, -0.90, 0.19], [-0.59, 0.07, 0.61], [0.35, 1.46, -0.40], [-0.26, 0.35, 0.17], [0.15, 0.05, -0.81], [-0.04, 0.03, 0.29], [0.50, -0.11, 0.21]],
  "lowdin_charge": [-0.284, -0.435, -0.041, 0.194, 0.033, 0.918, 0.130, 0.159, 0.020, 0.045, -0.045, 0.096, 0.029, 0.136, 0.184, -0.139],
  "charge": 1,
  "homo_ha": -0.4765,
  "relative_energy_kcal_mol": 94.5
}

***

{
  "formula": "C4H10NS",
  "method": "ωB97M-V with the def2-TZVPD basis set",
  "elements": ["C", "C", "C", "C", "N", "S", "H", "H", "H", "H", "H", "H", "H", "H", "H", "H"],
  "xyz": [[0.1751, -0.7330, 1.3815], [1.1532, -1.1210, 0.4225], [-1.6004, 1.4341, -0.6772], [-0.7766, 0.2135, -0.7502], [0.3342, 0.1019, 0.1528], [2.8948, -0.9275, 0.7202], [-0.7624, -1.3509, 1.6088], [0.5462, -0.2912, 2.2950], [0.9174, -1.9171, -0.3800], [-2.4464, 1.4057, 0.1041], [-1.0279, 2.4146, -0.4364], [-1.9662, 1.5707, -1.6625], [-0.1996, 0.1660, -1.7473], [-1.3910, -0.7248, -0.5979], [0.8867, 0.9630, 0.2465], [3.2629, -1.2041, -0.6802]],
  "forces_ev_per_a": [[-1.36, -0.47, 2.15], [-0.86, -2.42, -4.20], [-0.42, 2.54, 2.61], [0.74, -2.33, -2.99], [0.49, 0.41, 2.62], [1.90, 0.94, 2.63], [1.21, 1.24, -1.11], [0.24, 0.29, 0.06], [0.28, 0.98, 1.34], [1.23, -0.16, -1.35], [-0.57, -1.70, -0.42], [-0.87, 0.27, -0.74], [-1.52, -0.06, 0.98], [0.70, 1.03, -0.54], [-0.33, -0.12, 0.34], [-0.87, -0.43, -1.36]],
  "lowdin_charge": [-0.078, -0.593, -0.073, -0.236, -0.069, 0.873, 0.180, 0.120, 0.162, 0.121, 0.123, 0.072, 0.167, 0.158, 0.184, -0.111],
  "spin_multiplicity": 3,
  "charge": 1,
  "homo_ha": [-0.3389, -0.6044],
  "relative_energy_kcal_mol": 62.3
}

***

{
  "formula": "C4H10NS2",
  "method": "ωB97M-V with the def2-TZVPD basis set",
  "elements": ["C", "C", "C", "C", "N", "S", "S", "H", "H", "H", "H", "H", "H", "H", "H", "H", "H"],
  "xyz": [[-1.1038, -2.1261, 1.6682], [1.4685, 0.1007, 0.3937], [-0.5915, 1.6785, -0.1485], [0.2930, 0.5529, -0.4369], [0.2511, 0.2021, -1.7945], [-1.9327, -3.0991, 2.7024], [-1.6092, -1.3950, 0.2076], [-0.1200, -1.8633, 1.9358], [2.5502, 0.2587, 0.1516], [1.2998, 0.3891, 1.4048], [1.3436, -0.9967, 0.5568], [-1.6192, 1.2677, -0.5538], [-0.3180, 2.6422, -0.7431], [-0.6413, 2.0262, 0.8555], [0.2394, -0.8994, -1.7944], [-0.6300, 0.6477, -2.1937], [1.1201, 0.6140, -2.2116]],
  "forces_ev_per_a": [[-1.34, -0.87, 0.94], [-0.20, -1.66, 0.04], [-1.67, 1.07, -2.42], [-0.68, -1.26, 3.96], [0.07, -1.77, -1.72], [0.39, 0.77, -1.19], [1.04, 1.25, -0.70], [1.45, 0.33, 0.30], [-1.05, 0.35, -0.44], [-0.03, 0.96, 0.70], [0.43, 0.41, -0.67], [1.52, 1.55, 1.06], [-0.26, -1.50, 0.54], [-0.17, -0.28, 0.87], [-0.03, 2.33, -0.76], [1.31, -1.06, -0.04], [-0.77, -0.62, -0.48]],
  "lowdin_charge": [-1.199, -0.029, -0.070, -0.426, 0.166, 0.650, 0.708, -0.045, 0.123, 0.086, 0.085, 0.110, 0.146, 0.090, 0.204, 0.195, 0.205],
  "charge": 1,
  "homo_ha": [-0.4270, -0.4270],
  "relative_energy_kcal_mol": 88.7
}

***

{
  "formula": "C4H10NS2",
  "method": "ωB97M-V with the def2-TZVPD basis set",
  "elements": ["C", "C", "C", "N", "S", "C", "S", "H", "H", "H", "H", "H", "H", "H", "H", "H", "H"],
  "xyz": [[0.7373, 0.5775, 1.6966], [0.1597, 0.1254, 0.3272], [-1.0097, 0.9885, -0.1062], [1.1110, 0.2151, -0.8360], [-0.1590, -1.7420, 0.4921], [-0.9004, -2.0603, -1.0289], [-0.8063, -3.4347, -1.8558], [1.6401, 0.1144, 2.2501], [0.6579, 1.6763, 1.7531], [-0.0303, 0.2469, 2.3128], [-1.6182, 0.6719, -0.9384], [-0.5070, 1.9724, -0.3287], [-1.7856, 1.3077, 0.5845], [1.1433, 1.1512, -1.3911], [1.9901, 0.2167, -0.3105], [1.0557, -0.6340, -1.4346], [-1.6787, -1.3928, -1.1863]],
  "forces_ev_per_a": [[0.88, 0.33, -0.49], [-1.34, -1.33, 0.53], [0.10, 2.03, 0.29], [1.88, 1.38, -0.29], [1.04, 0.98, 0.65], [0.10, -1.77, 0.17], [0.32, 0.26, 0.09], [-0.91, 0.75, -1.84], [0.67, -0.38, 0.05], [-1.64, -0.43, 1.47], [0.47, -0.34, -0.68], [-0.72, -0.66, -0.25], [0.36, -0.60, 0.91], [-0.56, -2.02, 0.97], [0.53, -0.43, -0.76], [0.12, 0.80, 0.12], [-1.32, 1.45, -0.93]],
  "lowdin_charge": [-0.070, -0.730, -0.065, 0.164, 0.948, -1.094, 0.755, 0.139, 0.103, 0.049, 0.080, 0.112, 0.107, 0.220, 0.161, 0.145, -0.023],
  "smiles": "CC(C)([NH3+])SC=S",
  "charge": 1,
  "homo_ha": -0.4659,
  "relative_energy_kcal_mol": 30.6
}

***

{
  "formula": "C4H10O",
  "method": "ωB97M-V with the def2-TZVPD basis set",
  "elements": ["C", "C", "O", "H", "H", "H", "H", "C", "C", "H", "H", "H", "H", "H", "H"],
  "xyz": [[4.1280, -1.4373, -2.2738], [2.9041, -1.8140, -1.9446], [1.9713, -0.9266, -2.2791], [5.0082, -1.9518, -2.4044], [4.2050, -0.4966, -2.8637], [2.7488, -2.6074, -1.2197], [1.3134, -0.7139, -1.5482], [-3.3433, 1.5633, 2.0671], [-2.1404, 1.0076, 1.4317], [-3.6052, 2.6634, 1.8982], [-3.4514, 1.5140, 3.2037], [-4.1990, 0.8317, 1.9343], [-1.9853, -0.0096, 1.3691], [-2.1768, 1.2742, 0.4165], [-1.3774, 1.1029, 2.2129]],
  "forces_ev_per_a": [[-0.59, 1.84, -2.04], [2.11, 0.28, 1.45], [-3.43, 1.20, 1.08], [1.65, -1.77, 0.71], [-0.34, -0.50, 0.57], [-0.66, -0.31, -0.45], [1.26, -0.73, -1.32], [-4.05, -0.40, 2.78], [0.83, 0.74, 2.09], [0.35, -1.73, -0.49], [1.24, 0.09, -1.05], [0.19, 1.42, -0.83], [-1.22, -2.90, 0.00], [1.41, 1.26, -1.21], [1.24, 1.53, -1.30]],
  "lowdin_charge": [0.010, -0.318, -0.033, 0.017, 0.077, 0.109, 0.139, -0.217, -0.199, 0.089, 0.075, 0.075, 0.033, 0.060, 0.082],
  "smiles": "C=CO.CC",
  "homo_ha": -0.3342,
  "relative_energy_kcal_mol": 72.0
}

***

{
  "formula": "C4H10O",
  "method": "ωB97M-V with the def2-TZVPD basis set",
  "elements": ["C", "C", "C", "C", "H", "H", "H", "H", "H", "H", "H", "H", "O", "H", "H"],
  "xyz": [[-1.2423, 1.1636, -0.5574], [-0.5586, 0.6166, 0.4521], [-0.3783, -0.8693, 0.6272], [1.0190, -1.3552, 1.0290], [-1.6318, 0.5598, -1.3777], [-1.3860, 2.2339, -0.6658], [-0.1806, 1.2688, 1.2411], [-0.6862, -1.3760, -0.2976], [-1.0928, -1.1741, 1.4013], [1.7631, -1.1883, 0.2409], [1.3753, -0.8532, 1.9351], [1.0021, -2.4316, 1.2374], [0.7478, 1.5115, -1.8670], [0.7055, 1.1336, -0.9631], [0.5438, 0.7598, -2.4355]],
  "forces_ev_per_a": [[-0.43, -0.21, 0.67], [-0.73, 0.01, 0.15], [-0.12, -0.11, 0.02], [0.06, 0.04, 0.03], [-0.01, 0.03, 0.28], [0.00, -0.18, 0.18], [0.01, -0.12, -0.06], [-0.02, 0.08, 0.16], [0.10, -0.14, -0.04], [-0.16, 0.06, 0.09], [-0.07, -0.03, -0.12], [-0.01, 0.20, -0.05], [1.04, -0.15, -0.32], [0.19, 0.43, -0.97], [0.16, 0.10, -0.01]],
  "lowdin_charge": [-0.031, -0.227, -0.272, -0.114, 0.079, 0.076, 0.112, 0.108, 0.107, 0.070, 0.071, 0.069, -0.089, -0.001, 0.043],
  "smiles": "C=CCC.O",
  "homo_ha": -0.3410,
  "relative_energy_kcal_mol": 32.0
}

***

{
  "formula": "C4H10O",
  "method": "ωB97M-V with the def2-TZVPD basis set",
  "elements": ["C", "C", "C", "C", "H", "H", "H", "H", "H", "H", "H", "H", "O", "H", "H"],
  "xyz": [[0.2631, -0.0872, 1.2295], [0.4662, -1.3458, 1.5861], [0.3142, -2.4333, 0.5282], [-0.4602, -2.0301, -0.6973], [0.2729, 0.7998, 1.8562], [-0.0607, 0.2723, 0.2586], [0.8579, -1.7313, 2.5127], [1.3359, -2.7500, 0.3047], [-0.0985, -3.3398, 1.0103], [0.0576, -1.6991, -1.5782], [-0.9214, -2.9418, -1.1751], [-1.3580, -1.4485, -0.4149], [-0.1897, 6.6332, -2.0476], [0.3282, 5.8130, -2.0184], [-0.8076, 6.2888, -1.3549]],
  "forces_ev_per_a": [[-0.43, 1.31, 0.69], [-0.05, -0.35, -1.79], [0.66, -0.27, 0.99], [-2.05, -2.08, -0.71], [0.52, -0.43, 0.67], [-0.01, -0.84, -0.29], [-0.14, 0.52, 0.50], [0.08, -0.02, -0.35], [-0.20, 0.46, -0.22], [0.60, 1.13, 0.15], [0.31, 0.40, 0.75], [0.70, 0.18, -0.39], [-0.68, -1.68, 1.47], [0.67, 0.43, -0.78], [0.00, 1.25, -0.69]],
  "lowdin_charge": [-0.023, -0.174, -0.283, -0.146, 0.047, 0.050, 0.091, 0.105, 0.107, 0.064, 0.081, 0.082, -0.083, 0.032, 0.052],
  "smiles": "C=CCC.O",
  "homo_ha": -0.3549,
  "relative_energy_kcal_mol": 35.8
}

***

{
  "formula": "C4H10O",
  "method": "ωB97M-V with the def2-TZVPD basis set",
  "elements": ["C", "C", "C", "C", "H", "H", "H", "H", "H", "H", "H", "H", "O", "H", "H"],
  "xyz": [[-0.1975, 0.8815, -1.0376], [0.5260, 0.0302, -0.3063], [1.7547, 0.4511, 0.5373], [0.1663, -1.4078, -0.2299], [-1.1478, 0.6546, -1.5914], [-0.0927, 1.9231, -1.1771], [1.3063, 0.4463, 1.5687], [1.9211, 1.4919, 0.3176], [2.5579, -0.2735, 0.6232], [-0.9137, -1.5075, -0.2323], [0.6643, -1.9066, 0.6566], [0.5469, -2.2177, -0.8965], [-2.7818, 0.2434, 0.7308], [-2.2716, 1.0550, 0.9483], [-2.0384, 0.1359, 0.0886]],
  "forces_ev_per_a": [[-1.55, -0.58, -0.51], [1.45, 0.03, -0.75], [-3.03, -0.10, 0.91], [0.68, -2.26, 1.13], [1.03, -0.75, 0.55], [1.05, 1.09, 0.42], [0.51, 0.09, -0.54], [1.02, 0.16, -0.10], [0.29, 0.28, -0.70], [-0.07, -0.43, 0.33], [-1.19, 0.97, -0.03], [-0.05, 1.42, -0.85], [2.34, 1.29, -0.83], [-1.39, 0.25, 1.26], [-1.07, -1.46, -0.28]],
  "lowdin_charge": [-0.002, -0.411, -0.050, -0.088, 0.088, 0.046, 0.095, 0.065, 0.075, 0.064, 0.095, 0.092, -0.090, 0.046, -0.025],
  "smiles": "C=C(C)C.O",
  "homo_ha": -0.3553,
  "relative_energy_kcal_mol": 43.1
}

***

{
  "formula": "C4H10O",
  "method": "ωB97M-V with the def2-TZVPD basis set",
  "elements": ["C", "C", "C", "C", "H", "H", "H", "H", "H", "H", "H", "H", "O", "H", "H"],
  "xyz": [[1.0612, 1.6505, 1.1926], [0.1737, 1.0592, 0.1431], [-0.9412, 0.3497, 0.2828], [-1.5498, -0.4085, -0.8796], [0.9107, 2.7258, 1.3151], [2.1025, 1.4853, 0.9221], [0.8385, 1.2520, 2.1786], [0.4341, 1.4059, -0.8555], [-1.4261, 0.2514, 1.2561], [-1.6684, -1.4635, -0.6300], [-2.5159, 0.0315, -1.1144], [-0.9036, -0.3219, -1.7428], [0.9832, -2.1933, -0.6615], [1.8961, -1.8873, -0.7824], [0.6471, -1.4853, -0.0888]],
  "forces_ev_per_a": [[-0.65, 0.30, 0.44], [-0.07, 0.89, -0.10], [0.16, -0.51, -0.14], [-0.22, 0.87, 0.54], [0.10, 0.12, -0.34], [0.07, -0.04, 0.19], [0.20, -0.34, 0.09], [0.27, -0.72, -0.24], [0.36, -0.30, -0.01], [-0.09, 0.06, -0.06], [-0.29, -0.23, -0.15], [0.06, -0.08, -0.22], [0.57, 0.56, 0.27], [-0.22, -0.40, -0.16], [-0.23, -0.19, -0.12]],
  "lowdin_charge": [-0.107, -0.208, -0.185, -0.113, 0.072, 0.070, 0.070, 0.108, 0.108, 0.074, 0.068, 0.069, -0.068, 0.043, 0.000],
  "smiles": "C/C=C/C.O",
  "homo_ha": -0.3437,
  "relative_energy_kcal_mol": 21.2
}